[1]
Below is C4H17N6 as an isolated structure in a non-equilibrium geometry, with properties calculated with the ωB97M-V functional and the def2-TZVPD basis.

ΔE to the lowest compared entry with this formula, charge and spin ... 1.4381 eV
Orbital gap ... 0.343 hartree

The geometry in ORCA input format:
```
! wB97M-V def2-TZVPD RIJCOSX def2/J DEFGRID3
* xyz 1 1
C 1.90 -1.63 -0.36
C -0.99 1.26 0.96
C 1.06 -0.39 -0.54
C -0.27 -0.53 0.29
N -2.45 0.99 0.90
N -0.72 2.38 0.19
N 0.58 -0.29 -1.97
N 1.78 0.84 -0.15
N -0.02 -1.22 1.51
N -1.45 -0.94 -0.53
H 1.89 -1.96 0.63
H 2.97 -1.31 -0.45
H 1.58 -2.41 -1.09
H -0.56 1.12 1.93
H -2.88 0.55 1.75
H -2.90 1.85 0.67
H 0.73 0.80 -2.15
H 0.02 2.86 0.52
H -1.06 -1.04 -1.56
H 1.20 -0.77 -2.64
H 1.94 0.87 0.83
H 2.64 0.78 -0.58
H 0.37 -2.12 1.26
H -0.76 -1.41 2.15
H -1.83 -1.84 -0.30
H -2.15 -0.12 -0.41
H -0.93 2.57 -0.81
*
```


[2]
Below is a 4-piece molecular cluster, C4H17NO3 overall in a non-equilibrium geometry, with properties calculated with the ωB97M-V functional and the def2-TZVPD basis.

ΔE to the lowest compared entry with this formula, charge and spin ... 1.1508 eV
Orbital gap ... 0.357 hartree
SMILES string ... CC(C)CN.O.O.O

The geometry in ORCA input format:
```
! wB97M-V def2-TZVPD RIJCOSX def2/J DEFGRID3
* xyz 0 1
C -0.86 1.04 -0.50
C 0.63 1.37 -0.82
C 0.69 1.81 -2.28
C 1.06 2.58 0.09
N -1.30 -0.35 -0.72
H -1.49 1.73 -1.05
H -1.02 1.28 0.56
H 1.37 0.62 -0.53
H 1.72 2.03 -2.57
H 0.00 2.63 -2.45
H 0.44 0.97 -2.94
H 1.37 2.28 1.09
H 1.79 3.11 -0.51
H 0.17 3.22 0.17
H -0.51 -0.93 -0.48
H -1.68 -0.38 -1.64
H -0.68 2.06 4.02
H -0.35 0.56 3.89
O -0.07 1.43 3.67
H 0.93 -2.18 -2.10
H 0.16 -3.21 -1.28
O 0.77 -3.13 -2.03
H -1.71 -3.85 2.03
H -0.61 -3.37 1.09
O -0.74 -3.88 1.92
*
```


[3]
Below is C4H17NO3PPb as an isolated structure in a non-equilibrium geometry, with properties calculated with the ωB97M-V functional and the def2-TZVPD basis.

Orbital gap (alpha / beta) ... 0.242 / 0.158 hartree

The geometry in ORCA input format:
```
! wB97M-V def2-TZVPD RIJCOSX def2/J DEFGRID3
* xyz 1 1
C 0.52 -2.51 0.41
Pb -0.65 -0.65 -0.78
N -0.07 1.82 -0.85
H -0.82 -1.09 -2.50
H -1.02 2.11 -0.60
H 0.95 -1.48 0.04
H 0.53 -3.26 -0.38
H -0.45 -2.47 0.91
H 1.24 -2.78 1.18
H 0.55 2.13 -0.09
H 0.19 2.31 -1.71
C 1.68 2.88 2.41
O 1.12 2.17 3.53
P -0.11 1.13 3.58
O -1.44 1.99 3.39
C -1.59 3.35 2.94
O -1.32 0.10 1.11
C -2.67 -0.08 1.51
H 1.95 2.19 1.60
H 2.58 3.35 2.79
H 0.99 3.66 2.04
H -0.92 4.02 3.47
H -1.45 3.41 1.85
H -2.63 3.60 3.18
H -2.70 -0.26 2.60
H -3.26 0.84 1.31
H -3.18 -0.93 1.02
*
```


[4]
Below is a 5-piece molecular cluster, C4H17NO4 overall in a non-equilibrium geometry, with properties calculated with the ωB97M-V functional and the def2-TZVPD basis.

ΔE to the lowest compared entry with this formula, charge and spin ... 0.5660 eV
Orbital gap ... 0.338 hartree
SMILES string ... C/C=C(/C)N.O.O.O.O

The geometry in ORCA input format:
```
! wB97M-V def2-TZVPD RIJCOSX def2/J DEFGRID3
* xyz 0 1
C 3.01 0.00 0.86
N 0.01 0.64 1.24
C 0.57 -0.67 1.38
C 1.85 -0.91 1.07
C -0.38 -1.75 1.78
H 3.78 -0.28 1.58
H 3.45 -0.19 -0.12
H 2.81 1.06 1.02
H 0.43 1.27 0.58
H 0.01 1.17 2.11
H 2.11 -1.96 0.99
H -1.42 -1.48 1.62
H -0.42 -1.82 2.88
H -0.10 -2.74 1.46
H -1.98 0.17 -1.12
H -2.91 -0.75 -1.88
O -2.09 -0.26 -1.98
H -2.78 1.46 -0.04
H -2.48 0.54 1.22
O -3.17 0.91 0.65
H 0.12 -0.94 -2.70
H 0.74 -0.97 -1.28
O 0.82 -1.36 -2.17
H -0.11 3.03 -1.09
H 1.20 2.94 -1.95
O 0.36 2.51 -1.76
*
```


[5]
Below is a 4-piece molecular cluster, C4H17NO4 overall in a non-equilibrium geometry, with properties calculated with the ωB97M-V functional and the def2-TZVPD basis.

ΔE to the lowest compared entry with this formula, charge and spin ... 1.2183 eV
Orbital gap ... 0.377 hartree
SMILES string ... COC[C@H](C)N.O.O.O

The geometry in ORCA input format:
```
! wB97M-V def2-TZVPD RIJCOSX def2/J DEFGRID3
* xyz 0 1
O -0.10 1.65 -3.55
H -0.23 2.43 -3.02
H -0.37 0.92 -2.98
O 0.01 5.85 -1.01
H 0.15 6.75 -1.30
H 0.11 5.89 -0.05
O 1.67 -1.64 -6.72
H 2.42 -1.05 -6.76
H 1.00 -1.16 -6.23
C 0.75 -0.38 3.24
C -0.57 -0.28 2.52
C -0.80 -1.49 1.46
O 0.23 -1.50 0.47
C 0.30 -2.73 -0.23
N -1.71 -0.30 3.48
H 1.56 -0.29 2.51
H 0.89 -1.30 3.82
H 0.89 0.52 3.83
H -0.70 0.69 2.04
H -1.79 -1.42 1.00
H -0.76 -2.41 2.03
H 0.50 -3.64 0.33
H 1.22 -2.69 -0.82
H -0.52 -2.95 -0.91
H -1.63 0.61 3.92
H -2.51 -0.08 2.91
*
```


[6]
Below is a 4-piece molecular cluster, C4H17NO4 overall in a non-equilibrium geometry, with properties calculated with the ωB97M-V functional and the def2-TZVPD basis.

ΔE to the lowest compared entry with this formula, charge and spin ... 2.5605 eV
Orbital gap (alpha / beta) ... 0.409 / 0.212 hartree

The geometry in ORCA input format:
```
! wB97M-V def2-TZVPD RIJCOSX def2/J DEFGRID3
* xyz 1 2
C 0.45 1.77 0.82
C 0.02 0.28 0.85
C 0.89 -0.64 1.81
N -0.09 -0.36 -0.58
C 1.15 -0.63 -1.34
O 1.47 0.48 -2.18
H 0.98 2.02 -0.05
H -0.53 2.34 0.76
H 0.83 2.09 1.71
H -1.07 0.28 1.22
H 0.62 -1.66 1.68
H 1.91 -0.47 1.47
H 0.67 -0.37 2.86
H -0.76 -1.06 -0.56
H 2.07 -0.89 -0.77
H 0.94 -1.59 -2.07
H 0.63 0.79 -2.57
H -3.68 -1.19 2.46
H -3.66 -2.17 1.35
O -3.12 -1.89 2.16
H 2.86 1.79 -1.33
H 3.72 2.19 -0.19
O 3.31 2.37 -0.93
H -2.86 -0.59 -0.29
H -3.04 -1.86 -1.19
O -3.41 -1.19 -0.70
*
```


[7]
Below is a 5-piece molecular cluster, C4H18N2O5 overall in a non-equilibrium geometry, with properties calculated with the ωB97M-V functional and the def2-TZVPD basis.

ΔE to the lowest compared entry with this formula, charge and spin ... 4.5098 eV
Orbital gap ... 0.341 hartree
SMILES string ... C[C@@H](C=O)NCN.O.O.O.O

The geometry in ORCA input format:
```
! wB97M-V def2-TZVPD RIJCOSX def2/J DEFGRID3
* xyz 0 1
O 1.29 -0.82 1.59
C 0.19 -0.93 2.13
C -1.20 -0.25 1.74
C -2.20 -1.42 1.32
N -1.22 0.73 0.71
C -0.30 1.92 0.73
N -0.96 3.20 0.71
H 0.13 -1.36 3.16
H -1.41 0.29 2.61
H -1.67 -2.26 0.73
H -2.40 -1.86 2.27
H -3.03 -1.19 0.71
H -1.23 0.27 -0.22
H 0.31 1.90 -0.38
H 0.60 1.93 1.42
H -1.59 3.22 0.06
H -1.12 3.52 1.60
H 0.17 -1.20 -2.50
H -0.33 0.19 -3.18
O -0.10 -0.20 -2.40
H 2.57 1.34 -2.07
H 1.19 1.67 -2.17
O 1.98 1.83 -2.57
H 3.42 -0.59 -0.30
H 2.19 -0.89 0.32
O 2.62 -0.91 -0.59
H 1.22 -2.86 -2.38
H 0.58 -2.48 -1.11
O 0.32 -2.78 -1.94
*
```


[8]
Below is a 4-piece molecular cluster, C4H18NO3 overall in a non-equilibrium geometry, with properties calculated with the ωB97M-V functional and the def2-TZVPD basis.

ΔE to the lowest compared entry with this formula, charge and spin ... 1.2996 eV
Orbital gap (alpha / beta) ... 0.122 / 0.415 hartree

The geometry in ORCA input format:
```
! wB97M-V def2-TZVPD RIJCOSX def2/J DEFGRID3
* xyz 0 2
C 0.25 0.41 -0.44
C -0.93 1.17 0.17
C -1.92 0.05 0.66
C -0.51 2.03 1.32
N 1.18 1.36 -1.06
H 0.90 -0.08 0.34
H -0.09 -0.12 -1.33
H -1.30 1.68 -0.74
H -1.80 -0.73 -0.06
H -1.69 -0.17 1.71
H -2.97 0.45 0.82
H -0.09 1.39 2.10
H -1.32 2.76 1.74
H 0.13 2.93 0.97
H 0.76 1.93 -1.88
H 1.72 1.99 -0.31
H 1.99 0.86 -1.48
H 0.23 -2.48 1.54
H 1.60 -2.99 1.03
O 1.16 -2.30 1.38
H 3.79 0.86 -3.27
H 2.49 0.55 -4.00
O 2.83 1.02 -3.21
H -2.53 -3.85 1.57
H -3.23 -2.65 2.00
O -2.51 -2.94 1.38
*
```